[1]
An isolated molecule of C3H3BrF5N at a distorted geometry. Source: OMol25; level of theory: ωB97M-V/def2-TZVPD.

Cartesian coordinates (Å):
C1 1.073 0.808 -0.895
C2 0.580 -1.207 0.478
C3 -1.255 0.012 -0.381
N1 0.111 -0.249 -0.396
F1 1.913 -1.301 0.391
F2 0.121 -2.457 0.155
F3 0.213 -0.981 1.790
F4 -1.974 -1.104 -0.450
F5 -2.493 1.809 2.104
Br1 -2.183 1.389 0.125
H1 0.531 1.741 -1.149
H2 1.637 1.024 -0.029
H3 1.727 0.516 -1.742

The HOMO-LUMO gap (spin up / spin down) is 8.593 / 8.596 eV. The value obtained for the energy above the lowest of the compared OMol25 structures with the same formula, charge and spin is 337.02 kJ/mol. The spin multiplicity is 1. As for the HOMO energy (spin up / spin down): -0.3532 / -0.3533 Ha.

Mulliken atomic charge list, values in e, 6 entries: C -0.80; C 0.73; C 0.22; N 0.10; F -0.24; F -0.27

***

[2]
A structure of composition C25H41CoN3O3S. Source: OMol25; level of theory: ωB97M-V/def2-TZVPD.

Cartesian coordinates (Å):
Co1 0.923 -0.841 -0.243
C1 0.977 -3.830 -0.903
N1 1.791 -2.642 -1.216
C2 3.190 -2.916 -0.847
C3 1.715 -2.357 -2.663
C4 1.963 -0.887 -2.921
N2 0.968 -0.049 -2.205
C5 -0.367 -0.228 -2.835
C6 1.324 1.366 -2.448
H1 1.290 -4.686 -1.511
H2 -0.074 -3.617 -1.097
H3 1.096 -4.090 0.147
H4 3.557 -3.800 -1.381
H5 3.263 -3.106 0.221
H6 3.825 -2.067 -1.090
H7 0.723 -2.635 -3.017
H8 2.436 -2.969 -3.215
H9 1.917 -0.679 -3.996
H10 2.959 -0.600 -2.576
H11 -0.291 -0.009 -3.904
H12 -1.068 0.454 -2.360
H13 -0.747 -1.231 -2.684
H14 1.350 1.554 -3.525
H15 2.300 1.608 -2.033
H16 0.570 2.016 -2.009
O1 -2.765 -1.573 0.775
C7 -1.566 -1.448 0.668
O2 -0.942 -0.893 -0.328
C8 -0.629 -2.004 1.712
C9 -1.074 -2.681 2.831
C10 -0.132 -3.199 3.704
C11 1.217 -3.020 3.424
C12 1.579 -2.319 2.289
N3 0.671 -1.820 1.448
H17 -2.139 -2.786 2.979
H18 -0.440 -3.736 4.591
H19 1.984 -3.409 4.078
H20 2.619 -2.137 2.050
C13 0.978 0.915 0.716
C14 2.295 0.643 1.254
C15 2.507 0.555 2.646
C16 3.749 0.241 3.149
C17 4.810 -0.046 2.284
C18 4.623 0.019 0.915
C19 3.380 0.382 0.402
H21 0.931 1.604 -0.116
H22 0.138 1.053 1.389
H23 1.679 0.762 3.312
H24 3.906 0.212 4.219
H25 5.782 -0.299 2.686
H26 5.450 -0.175 0.244
H27 3.262 0.502 -0.667
C20 -1.908 4.091 -2.537
C21 -3.117 4.155 -1.610
C22 -2.810 3.743 -0.174
S1 -2.393 1.986 -0.015
O3 -1.872 1.802 1.378
C23 -4.064 1.262 -0.057
C24 -4.692 1.087 1.320
C25 -5.086 2.373 2.033
H28 -2.158 4.465 -3.529
H29 -1.546 3.067 -2.651
H30 -1.088 4.699 -2.148
H31 -3.926 3.540 -2.013
H32 -3.507 5.174 -1.586
H33 -3.629 3.967 0.506
H34 -1.913 4.247 0.195
H35 -3.933 0.288 -0.526
H36 -4.669 1.890 -0.715
H37 -4.003 0.513 1.938
H38 -5.573 0.456 1.174
H39 -4.206 2.937 2.342
H40 -5.659 2.145 2.932
H41 -5.710 3.011 1.401

The HOMO-LUMO gap (spin up / spin down) is 7.958 / 7.071 eV. As for the total charge: +1. The value obtained for the energy above the lowest of the compared OMol25 structures with the same formula, charge and spin is 50.00 kJ/mol. The spin multiplicity is 1. As for the HOMO energy (spin up / spin down): -0.3939 / -0.3939 Ha.

Mulliken atomic charge list, values in e, 6 entries: Co -1.13; C -1.37; N 0.42; C -1.12; C -0.93; C -0.89

***

[3]
A structure of composition C14H14ClKN4O5S. Source: OMol25; level of theory: ωB97M-V/def2-TZVPD.

Cartesian coordinates (Å):
K1 -0.373 0.693 -0.062
N1 2.904 -0.697 3.835
C1 2.214 -0.555 2.622
S1 0.489 -0.512 2.754
N2 2.974 -0.510 1.573
N3 2.294 -0.432 0.369
C2 3.069 -0.613 -0.634
C3 2.805 -0.612 -2.064
C4 3.953 -0.650 -2.867
C5 3.915 -0.623 -4.249
C6 2.667 -0.554 -4.866
C7 1.512 -0.533 -4.121
C8 1.505 -0.583 -2.694
O1 0.423 -0.608 -2.027
H1 2.375 -0.319 4.604
H2 3.852 -0.348 3.772
H3 4.128 -0.797 -0.405
H4 4.916 -0.696 -2.366
H5 4.830 -0.651 -4.830
H6 2.599 -0.520 -5.950
H7 0.540 -0.487 -4.600
O2 -3.410 3.094 -1.137
Cl1 -2.815 2.776 0.125
O3 -3.473 3.499 1.169
O4 -2.910 1.353 0.365
O5 -1.408 3.119 0.102
N4 -0.272 -2.610 0.054
C9 -0.085 -3.950 -0.106
C10 0.082 -4.508 -1.387
C11 0.218 -5.873 -1.550
C12 0.194 -6.735 -0.458
C13 0.042 -6.191 0.810
C14 -0.093 -4.826 0.992
H8 -0.108 -2.232 0.984
H9 0.052 -2.012 -0.705
H10 0.111 -3.843 -2.242
H11 0.349 -6.270 -2.551
H12 0.302 -7.804 -0.593
H13 0.033 -6.838 1.681
H14 -0.198 -4.410 1.987

The HOMO-LUMO gap is 6.293 eV. As for the total charge: -2. The value obtained for the energy above the lowest of the compared OMol25 structures with the same formula, charge and spin is 0.00 kJ/mol. The spin multiplicity is 1. As for the HOMO energy: -0.0560 Ha.

Mulliken atomic charge list, values in e, 6 entries: K 0.87; N -0.53; C 0.39; S -0.63; N -1.04; N 0.67